Entry 1:
The following is a DFT calculation (wB97M-V/def2-TZVPD) of a cluster of 14 separate species, C57H88BF4NO27S3 in total.

Each atom is followed by the atoms it is bonded to, with distances in Å.
Atoms and positions in Å:
1 S -8.1724 -15.0088 22.1794  O24 1.520, C59 1.861, C82 1.864
2 S -12.4390 -18.2126 32.9268  O21 1.519, C36 1.797, C81 1.879
3 S -15.2630 -19.2440 26.3235  O14 1.520, C41 1.903, C69 1.848
4 F -11.9067 -19.6728 26.3898  C86 1.399
5 F -5.3831 -15.9760 23.3174  C71 1.341
6 F -15.5463 -8.7847 29.9082  C66 1.355
7 F -19.0137 -16.8048 24.6349  C39 1.355
8 O -13.7558 -11.6151 17.3895  C56 1.158
9 O -13.2829 -12.1440 21.6885  C58 1.252, B93 1.442
10 O -10.6857 -11.4274 30.8601  C51 1.439, C79 1.317
11 O -9.4669 -23.3931 30.1499  C37 1.293, C53 1.372
12 O -7.7326 -18.8781 34.1439  C62 1.361, C88 1.406
13 O -8.6388 -12.4733 30.8297  C79 1.235
14 O -14.7700 -17.8329 26.6009  S3 1.520
15 O -11.1446 -22.1796 30.0226  C37 1.313, C75 1.459
16 O -10.6136 -13.4883 31.1476  C38 1.364, C79 1.289
17 O -3.3351 -13.5423 28.5728  C68 1.420, C85 1.374
18 O -9.0981 -21.1840 29.7883  C37 1.241
19 O -4.8761 -14.7737 29.4474  C43 1.436, C85 1.323
20 O -3.5020 -13.6858 30.9226  C85 1.253
21 O -11.7877 -17.9367 31.5822  S2 1.519
22 O -14.4007 -14.8984 28.7128  C92 1.226
23 O -11.0942 -11.7963 21.1544  C52 1.343, B93 1.464
24 O -9.6247 -15.3171 22.5070  S1 1.520
25 O -12.3315 -13.4707 19.8914  C61 1.381, B93 1.487
26 O -13.2379 -14.3461 17.9763  C61 1.228
27 O -13.3820 -11.8697 23.8587  C58 1.242
28 O -14.4062 -14.2726 30.9091  C50 1.442, C92 1.386
29 O -7.9248 -17.1697 32.7273  C62 1.215
30 O -9.6802 -16.7518 28.6185  C46 1.484, C91 1.434
31 O -10.3545 -11.6828 23.3252  C52 1.235
32 O -12.8010 -11.2261 19.4514  C56 1.375, B93 1.496
33 O -15.2312 -16.2736 30.3529  C70 1.447, C92 1.333
34 O -7.4329 -16.7490 34.9544  C62 1.381, C67 1.406
35 N -11.2065 -15.1317 26.6060  C48 1.591, C55 1.587, C65 1.618, C84 1.579
36 C -13.7298 -16.9675 33.0333  S2 1.797, H107 1.090, H114 1.090, H166 1.090
37 C -9.8342 -22.1710 29.9408  O11 1.293, O15 1.313, O18 1.241
38 C -10.1008 -14.7482 31.2491  O16 1.364, H134 1.090, H141 1.090, H174 1.090
39 C -18.1368 -15.7726 24.6512  F7 1.355, C42 1.395, C47 1.397
40 C -10.1654 -19.2674 24.6862  C83 1.383, C86 1.423, H159 1.080
41 C -17.0176 -19.3728 27.0487  S3 1.903, H126 1.090, H175 1.090, H176 1.090
42 C -18.3533 -14.6804 23.8107  C39 1.395, C74 1.417, H118 1.080
43 C -5.5368 -15.4883 30.5031  O19 1.436, H113 1.090, H117 1.090, H137 1.090
44 C -13.6632 -10.7920 27.4890  C78 1.394, C89 1.407, H177 1.080
45 C -6.7200 -17.1236 24.8372  C71 1.377, C90 1.391, H154 1.080
46 C -9.0901 -17.8369 29.4405  O30 1.484, H127 1.090, H140 1.090, H163 1.090
47 C -17.0314 -15.8294 25.5029  C39 1.397, C77 1.350, H144 1.080
48 C -11.7608 -16.5077 27.1808  N35 1.591, C91 1.561, H111 1.090, H139 1.090
49 C -5.8892 -17.5493 27.0466  C54 1.375, C90 1.386, H119 1.080
50 C -13.9352 -12.9222 30.7248  O28 1.442, H94 1.090, H145 1.090, H162 1.090
51 C -10.1912 -10.0835 30.7213  O10 1.439, H123 1.090, H160 1.090, H168 1.090
52 C -11.2562 -11.6709 22.4812  O23 1.343, O31 1.235, C58 1.551
53 C -8.2046 -23.6794 30.6065  O11 1.372, H103 1.090, H143 1.090, H146 1.090
54 C -4.8023 -16.7466 26.7923  C49 1.375, C63 1.391, H149 1.080
55 C -12.3040 -14.5864 25.5980  N35 1.587, C73 1.539, H122 1.090, H132 1.090
56 C -13.3310 -11.9536 18.4118  O8 1.158, O32 1.375, C61 1.484
57 C -10.6074 -12.6300 27.1018  C65 1.550, H120 1.090, H125 1.090, H173 1.090
58 C -12.7724 -11.8023 22.7790  O9 1.252, O27 1.242, C52 1.551
59 C -8.2796 -13.5218 21.0648  S1 1.861, H135 1.090, H142 1.090, H155 1.090
60 C -8.3171 -20.8232 24.6115  C83 1.408, C87 1.438, H130 1.080
61 C -12.9712 -13.3697 18.6716  O25 1.381, O26 1.228, C56 1.484
62 C -7.7180 -17.5461 33.8634  O12 1.361, O29 1.215, O34 1.381
63 C -4.6129 -16.2085 25.5237  C54 1.391, C71 1.370, H169 1.080
64 C -15.7924 -11.8068 27.9545  C72 1.379, C78 1.429, H180 1.080
65 C -11.0367 -13.9801 27.7294  N35 1.618, C57 1.550, H172 1.090, H181 1.090
66 C -15.2411 -9.8242 29.0945  F6 1.355, C72 1.373, C89 1.418
67 C -7.2435 -15.3646 34.8018  O34 1.406, H98 1.090, H100 1.090, H129 1.090
68 C -2.1077 -12.8297 28.5992  O17 1.420, H105 1.090, H109 1.090, H131 1.090
69 C -15.6977 -19.2238 24.5278  S3 1.848, H115 1.090, H124 1.090, H133 1.090
70 C -15.4726 -17.4042 29.4832  O33 1.447, H95 1.090, H106 1.090, H128 1.090
71 C -5.5919 -16.3767 24.5796  F5 1.341, C45 1.377, C63 1.370
72 C -16.1806 -10.7764 28.7840  C64 1.379, C66 1.373, H101 1.080
73 C -12.6870 -15.5355 24.4486  C55 1.539, H138 1.090, H153 1.090, H179 1.090
74 C -17.3486 -13.6818 23.8325  C42 1.417, C76 1.357, H151 1.080
75 C -11.8382 -20.9025 29.8895  O15 1.459, H108 1.090, H148 1.090, H157 1.090
76 C -16.2407 -13.8082 24.6059  C74 1.357, C77 1.384, H110 1.080
77 C -16.0938 -14.8579 25.4960  C47 1.350, C76 1.384, H112 1.080
78 C -14.5277 -11.8680 27.2910  C44 1.394, C64 1.429, H164 1.080
79 C -9.8702 -12.4595 30.9216  O10 1.317, O13 1.235, O16 1.289
80 C -9.9898 -21.1382 26.3267  C86 1.438, C87 1.371, H152 1.080
81 C -11.2228 -17.3952 34.1024  S2 1.879, H158 1.090, H165 1.090, H170 1.090
82 C -7.8576 -16.2038 20.7846  S1 1.864, H96 1.090, H99 1.090, H167 1.090
83 C -9.0028 -19.7119 24.0842  C40 1.383, C60 1.408, H150 1.080
84 C -9.8279 -15.3106 25.8568  N35 1.579, H116 1.090, H121 1.090, H161 1.090
85 C -3.8999 -13.9383 29.7611  O17 1.374, O19 1.323, O20 1.253
86 C -10.6895 -20.0050 25.7849  F4 1.399, C40 1.423, C80 1.438
87 C -8.7944 -21.5211 25.7747  C60 1.438, C80 1.371, H147 1.080
88 C -7.9934 -19.8583 33.1707  O12 1.406, H97 1.090, H104 1.090, H136 1.090
89 C -13.9719 -9.8228 28.4612  C44 1.407, C66 1.418, H102 1.080
90 C -6.9011 -17.6636 26.1063  C45 1.391, C49 1.386, H156 1.080
91 C -11.0896 -16.9881 28.5052  O30 1.434, C48 1.561, H171 1.090, H178 1.090
92 C -14.6845 -15.1553 29.8771  O22 1.226, O28 1.386, O33 1.333
93 B -12.3859 -12.1428 20.5590  O9 1.442, O23 1.464, O25 1.487, O32 1.496
94 H -13.2707 -12.7463 31.5708  C50 1.090
95 H -14.5576 -17.6937 28.9664  C70 1.090
96 H -7.1901 -16.9688 21.1812  C82 1.090
97 H -7.2488 -19.7898 32.3775  C88 1.090
98 H -8.1600 -14.8894 34.4520  C67 1.090
99 H -8.7939 -16.5981 20.3894  C82 1.090
100 H -6.9959 -14.9736 35.7886  C67 1.090
101 H -17.1813 -10.7095 29.1845  C72 1.080
102 H -13.3020 -8.9945 28.6392  C89 1.080
103 H -8.1103 -24.7180 30.9233  C53 1.090
104 H -7.7807 -20.8432 33.5864  C88 1.090
105 H -1.4042 -13.2198 29.3348  C68 1.090
106 H -15.7986 -18.2974 30.0162  C70 1.090
107 H -14.1383 -16.8468 34.0366  C36 1.090
108 H -11.3733 -20.1184 30.4872  C75 1.090
109 H -2.2766 -11.7769 28.8256  C68 1.090
110 H -15.4994 -13.0543 24.3855  C76 1.080
111 H -12.8505 -16.5216 27.1584  C48 1.090
112 H -15.3218 -14.9168 26.2488  C77 1.080
113 H -6.6142 -15.4938 30.3377  C43 1.090
114 H -13.3593 -15.9954 32.7077  C36 1.090
115 H -16.4561 -18.4976 24.2353  C69 1.090
116 H -9.0012 -15.3997 26.5616  C84 1.090
117 H -5.3295 -15.1924 31.5315  C43 1.090
118 H -19.1803 -14.7247 23.1175  C42 1.080
119 H -5.9882 -17.9894 28.0278  C49 1.080
120 H -10.2900 -11.9157 27.8616  C57 1.090
121 H -9.7587 -16.2574 25.3213  C84 1.090
122 H -13.1584 -14.2735 26.1981  C55 1.090
123 H -11.0027 -9.3713 30.5713  C51 1.090
124 H -14.7869 -19.0504 23.9548  C69 1.090
125 H -9.8365 -12.7042 26.3348  C57 1.090
126 H -17.3658 -20.3975 26.9188  C41 1.090
127 H -9.1099 -18.7800 28.8943  C46 1.090
128 H -16.2952 -17.1926 28.8000  C70 1.090
129 H -6.4113 -15.2409 34.1088  C67 1.090
130 H -7.4661 -21.2480 24.0999  C60 1.080
131 H -1.6608 -12.7750 27.6065  C68 1.090
132 H -11.9504 -13.6823 25.1022  C55 1.090
133 H -15.9238 -20.2299 24.1744  C69 1.090
134 H -9.2917 -14.8858 30.5317  C38 1.090
135 H -7.3290 -13.2896 20.5847  C59 1.090
136 H -9.0203 -19.8258 32.8066  C88 1.090
137 H -5.2477 -16.5365 30.4280  C43 1.090
138 H -12.7757 -16.5670 24.7894  C73 1.090
139 H -11.4441 -17.1883 26.3905  C48 1.090
140 H -9.5797 -17.9947 30.4015  C46 1.090
141 H -9.6646 -14.9859 32.2193  C38 1.090
142 H -9.0837 -13.6601 20.3420  C59 1.090
143 H -7.4153 -23.3677 29.9225  C53 1.090
144 H -16.9593 -16.7311 26.0930  C47 1.080
145 H -14.7097 -12.1566 30.7693  C50 1.090
146 H -8.0162 -23.1374 31.5332  C53 1.090
147 H -8.2617 -22.3884 26.1358  C87 1.080
148 H -12.9183 -21.0214 29.9752  C75 1.090
149 H -4.0007 -16.7183 27.5154  C54 1.080
150 H -8.7748 -19.1610 23.1837  C83 1.080
151 H -17.5108 -12.7980 23.2333  C74 1.080
152 H -10.2271 -21.6951 27.2211  C80 1.080
153 H -13.7087 -15.3198 24.1361  C73 1.090
154 H -7.4833 -17.2467 24.0832  C45 1.080
155 H -8.5103 -12.6373 21.6585  C59 1.090
156 H -7.7666 -18.2661 26.3394  C90 1.080
157 H -11.6280 -20.5727 28.8721  C75 1.090
158 H -10.8642 -16.4506 33.6934  C81 1.090
159 H -10.6256 -18.4351 24.1745  C40 1.080
160 H -9.5110 -10.0944 29.8697  C51 1.090
161 H -9.8449 -14.5314 25.0948  C84 1.090
162 H -13.2956 -12.7732 29.8548  C50 1.090
163 H -8.0776 -17.6516 29.7991  C46 1.090
164 H -14.3902 -12.5711 26.4828  C78 1.080
165 H -11.7076 -17.2804 35.0718  C81 1.090
166 H -14.5038 -17.3573 32.3722  C36 1.090
167 H -7.2995 -15.7044 19.9926  C82 1.090
168 H -9.6855 -9.7045 31.6094  C51 1.090
169 H -3.7781 -15.5804 25.2498  C63 1.080
170 H -10.3738 -18.0748 34.1761  C81 1.090
171 H -11.2862 -18.0580 28.5742  C91 1.090
172 H -10.2292 -14.4431 28.2965  C65 1.090
173 H -11.4432 -12.1461 26.5965  C57 1.090
174 H -10.8773 -15.5127 31.2235  C38 1.090
175 H -17.6991 -18.7164 26.5076  C41 1.090
176 H -16.9697 -19.1303 28.1103  C41 1.090
177 H -12.6739 -10.7463 27.0582  C44 1.080
178 H -11.6618 -16.5476 29.3217  C91 1.090
179 H -11.9175 -15.4952 23.6776  C73 1.090
180 H -16.4170 -12.6495 27.6974  C64 1.080
181 H -11.9294 -13.7948 28.3268  C65 1.090

Computed properties:
ΔE to the lowest compared entry with this formula, charge and spin = 118.2 kcal per mole
Orbital gap = 8.8 eV
Total energy = -5929.8362 hartree
2S+1 = 1

Atom charges from the Mulliken analysis, given in e for atoms 1 to 99: 0.62 0.21 0.49 0.01 -0.33 -0.38 -0.34 -0.49 -0.54 -0.20 -0.39 -0.40 -0.63 -0.44 -0.42 -0.11 -0.25 -0.44 -0.17 -0.61 -0.36 0.02 -0.33 -0.56 -0.37 -0.62 -0.53 -0.50 0.02 0.14 -0.61 -0.59 -0.47 -0.39 0.75 -0.56 0.86 0.40 0.07 -0.04 -0.88 -0.55 -0.60 -0.38 0.16 -0.48 -0.63 0.51 -1.11 -0.23 -0.79 0.55 -0.57 -0.14 1.76 0.40 -0.84 0.53 -1.20 -0.70 0.60 0.37 -0.87 -0.45 1.12 0.43 -0.48 -0.70 -0.93 -0.70 0.45 -0.77 -1.18 -0.83 0.46 -0.25 0.25 1.26 0.81 -0.37 -0.61 -1.16 -0.80 -0.46 0.64 0.30 -0.59 -0.42 -0.73 0.26 0.71 0.30 1.05 0.29 0.24 0.34 0.29 0.19 0.34

Entry 2:
The following is a DFT calculation (wB97M-V/def2-TZVPD) of the molecule C6H6.

Each atom is followed by the atoms it is bonded to, with distances in Å.
Atoms and positions in Å:
1 C -1.9859 -1.0126 0.2838  C6 1.434, H8 1.078, H10 1.110, H12 1.091
2 C 1.9189 -0.5945 -0.1986  C3 1.518, C4 1.534, C5 1.297
3 C 2.2079 0.8087 0.3035  C2 1.518, H7 1.064, H9 1.146, H11 1.046
4 C 0.6229 -1.4104 -0.1100  C2 1.534, C5 1.473, C6 1.239
5 C 1.9442 -1.8226 -0.6134  C2 1.297, C4 1.473
6 C -0.5782 -1.2549 0.1527  C1 1.434, C4 1.239
7 H 3.2413 1.0459 0.3878  C3 1.064
8 H -2.2601 -0.0076 0.0072  C1 1.078
9 H 1.6437 1.0896 1.2603  C3 1.146
10 H -2.5506 -1.7704 -0.2984  C1 1.110
11 H 1.7604 1.4312 -0.4076  C3 1.046
12 H -2.3814 -1.2407 1.2742  C1 1.091

Computed properties:
ΔE to the lowest compared entry with this formula, charge and spin = 136.2 kcal per mole
Orbital gap = 8.9 eV
Total energy = -232.0093 hartree
2S+1 = 1

For each atom in turn, the Mulliken charge in e is: -1.22 0.51 -1.00 0.41 -1.20 0.71 0.31 0.28 0.29 0.28 0.32 0.30

no.,HOMO (Ha)
1,-0.3280
2,-0.3094